Record 1
Entry from the Open Molecules 2025 dataset: a molecular structure, C51H80BrInNO25 at a distorted geometry (the ωB97M-V functional and the def2-TZVPD basis).

Positions of all 159 atoms, in Å:
C -1.64446 0.16656 2.48612
C -1.13584 -1.29344 2.46274
C 0.29913 -1.45891 1.95231
O 0.42791 -1.06725 0.58018
In 2.44083 -1.25735 0.06912
Br 3.54930 -3.06653 1.64679
C 2.73546 -1.72201 -2.08622
C 1.69842 -0.90850 -2.86977
C 1.98541 0.63382 -2.84823
O 1.59798 -1.35202 -4.24404
N 3.52113 0.60643 0.43920
C 2.72815 1.38224 0.90820
O 2.07433 2.05850 1.63566
H -1.90505 0.51887 1.47572
H -0.93152 0.85489 2.96934
H -2.57196 0.18189 3.09195
H -1.87595 -1.91749 1.92057
H -1.14755 -1.64615 3.51911
H 1.00108 -0.84871 2.55929
H 0.53910 -2.54061 2.00925
H 2.64565 -2.79293 -2.32181
H 3.76365 -1.42081 -2.35590
H 0.71908 -1.08699 -2.37997
H 1.16153 1.13235 -2.30842
H 2.91298 0.83841 -2.29175
H 2.03749 0.98622 -3.88818
H 0.79933 -0.92571 -4.57638
O -2.85190 -2.21392 0.23939
C -4.00696 -2.17406 0.55977
O -4.44018 -1.58870 1.70462
C -5.85921 -1.79268 1.84579
C -6.36260 -2.06361 0.44066
C -5.17068 -2.77106 -0.19589
H -6.02596 -2.63669 2.51594
H -6.31074 -0.89967 2.27837
H -7.28358 -2.64221 0.41572
H -6.54758 -1.11871 -0.07424
H -5.19383 -3.84869 -0.02555
H -5.09031 -2.55685 -1.25150
O 1.77052 2.12030 -5.65267
C 2.47850 3.03696 -5.94213
O 2.03087 4.31308 -6.08817
C 3.10296 5.15401 -6.54158
C 4.37667 4.42995 -6.13949
C 3.95974 2.96803 -6.23836
H 3.01653 5.27284 -7.62482
H 3.01697 6.13267 -6.07267
H 5.23308 4.68895 -6.76082
H 4.62768 4.67001 -5.10442
H 4.09931 2.56902 -7.24437
H 4.47221 2.34522 -5.50892
O -7.52217 1.18025 1.15144
C -6.66819 1.99288 0.94745
O -6.92305 3.30855 0.72478
C -5.69848 3.99155 0.40665
C -4.59259 3.12483 0.98497
C -5.17994 1.72652 0.85214
H -5.62701 4.08593 -0.68013
H -5.71672 4.98763 0.84550
H -3.63654 3.25259 0.47974
H -4.44830 3.36310 2.04056
H -4.96314 1.28181 -0.12131
H -4.84940 1.06658 1.65080
O -6.78011 -2.57954 -2.53826
C -6.83649 -1.64463 -3.28632
O -7.46911 -0.48611 -2.98245
C -7.43946 0.39704 -4.12027
C -6.27012 -0.08363 -4.95905
C -6.26436 -1.57749 -4.68347
H -8.39164 0.31838 -4.64998
H -7.31194 1.42253 -3.77721
H -6.36553 0.17063 -6.01334
H -5.34155 0.35488 -4.58961
H -6.92105 -2.12244 -5.36417
H -5.25763 -1.98769 -4.71319
O 1.68946 5.35375 7.06424
C 2.23924 4.73461 6.19723
O 2.09466 5.00887 4.88090
C 2.79461 4.02033 4.09484
C 3.83670 3.43660 5.03087
C 3.14176 3.53184 6.38252
H 2.07827 3.27284 3.75493
H 3.24081 4.49793 3.22549
H 4.13988 2.42688 4.75814
H 4.72968 4.06683 5.03335
H 2.52438 2.65576 6.58723
H 3.84621 3.69747 7.19375
O -5.31752 -4.49317 3.34745
C -4.70145 -4.21321 4.33566
O -4.81461 -4.89715 5.50342
C -4.03221 -4.24977 6.52058
C -2.99265 -3.43659 5.76871
C -3.74043 -3.05774 4.49776
H -4.69587 -3.62247 7.12151
H -3.58291 -5.00384 7.16463
H -2.62199 -2.58325 6.33474
H -2.13864 -4.06842 5.51644
H -4.31366 -2.13646 4.61824
H -3.07770 -2.97986 3.64094
O -8.83851 -1.64057 -7.54464
C -9.40051 -2.58422 -7.06903
O -10.06626 -2.55112 -5.88920
C -10.52795 -3.87061 -5.55288
C -10.57967 -4.62254 -6.87256
C -9.43794 -3.98059 -7.65142
H -9.82238 -4.31539 -4.84743
H -11.50380 -3.80104 -5.07654
H -10.48494 -5.70116 -6.75634
H -11.52691 -4.42097 -7.37735
H -8.48311 -4.47093 -7.45455
H -9.63732 -3.95085 -8.71929
O 6.63800 -0.85183 7.17011
C 6.51016 -1.60644 6.24450
O 6.26664 -1.19607 4.98395
C 6.05664 -2.34038 4.12513
C 6.73461 -3.49528 4.83814
C 6.54992 -3.11966 6.30305
H 4.98480 -2.49465 4.00710
H 6.49016 -2.14525 3.14738
H 6.31833 -4.46549 4.57265
H 7.80014 -3.50888 4.59561
H 5.60081 -3.48168 6.70184
H 7.37661 -3.46216 6.92100
O -3.22144 0.98578 -7.32821
C -2.63693 1.19790 -6.30481
O -2.81003 0.45590 -5.18279
C -2.05249 1.03079 -4.09838
C -0.96667 1.85669 -4.76336
C -1.65570 2.32036 -6.03992
H -2.72675 1.63976 -3.48975
H -1.64408 0.23354 -3.48001
H -0.59977 2.66814 -4.13778
H -0.11776 1.22079 -5.01552
H -2.21358 3.24687 -5.89019
H -0.95662 2.42726 -6.86537
O 11.77635 0.90579 3.92682
C 11.17758 0.94550 4.96192
O 11.45370 0.13461 6.01440
C 10.49183 0.35326 7.06234
C 9.93223 1.74054 6.80896
C 10.00092 1.84008 5.29094
H 9.72332 -0.42012 6.99561
H 10.98593 0.27703 8.02923
H 8.93252 1.88083 7.21690
H 10.58701 2.49213 7.25621
H 9.10617 1.43534 4.81426
H 10.18240 2.85805 4.95584
O 5.97647 0.02362 -2.67693
C 6.70335 0.35965 -1.78905
O 6.87575 -0.34030 -0.63629
C 7.72300 0.39935 0.25507
C 8.51347 1.34667 -0.62907
C 7.52602 1.63141 -1.74922
H 7.09064 0.92826 0.97244
H 8.36781 -0.29192 0.79535
H 8.85892 2.23731 -0.10526
H 9.38949 0.83374 -1.03233
H 6.86686 2.46734 -1.50888
H 8.02393 1.80093 -2.70083

Values from the calculation:
* charge: -1
* calculated total energy: -6691.5005 hartree
* frontier orbital gap: 0.286 Ha

Record 2
Entry from the Open Molecules 2025 dataset: a molecular structure, C51H81N10O2 at a distorted geometry (the ωB97M-V functional and the def2-TZVPD basis).

Positions of all 144 atoms, in Å:
C 4.35606 -2.53471 0.17364
C 3.58853 -3.72861 0.71984
C 2.12080 -3.44821 0.99674
C 1.32075 -2.89466 -0.17684
C 1.55125 -3.64668 -1.47964
C 0.41820 -3.52426 -2.48306
C 0.58231 -2.37734 -3.46444
C -0.53627 -2.30766 -4.50026
C -1.67347 -1.33867 -4.13224
C -2.01915 -1.36332 -2.68406
C -1.51832 -0.40225 -1.76893
N -0.75485 0.68305 -2.18896
C -1.42987 1.99391 -2.31972
C -2.88715 1.92875 -2.76903
C -3.91187 1.93110 -1.63459
C -5.18574 1.18752 -1.99367
C -1.81384 -0.56677 -0.43166
C -1.25811 0.25597 0.67811
C -0.31757 -0.56855 1.59592
C 1.17301 -0.27092 1.48535
C 1.65286 -0.25096 0.04219
C 3.09441 -0.63220 -0.19472
O 3.12872 -1.30824 -1.43917
C 4.42557 -1.37474 -2.00353
C 4.35247 -2.11659 -3.31695
C -2.66520 -1.62147 -0.08668
N -3.16176 -2.47829 -0.93671
N -2.81681 -2.33364 -2.21839
C -3.45202 -3.31574 -3.09486
C -4.65453 -2.71928 -3.84213
C -4.69951 -3.20049 -5.26612
N -4.67750 -2.17246 -6.25920
O -4.75914 -4.37854 -5.50744
H 5.34306 -2.83219 -0.16384
H 3.85408 -2.08684 -0.67847
H 4.49658 -1.77884 0.93954
H 4.04573 -4.01355 1.66447
H 3.70656 -4.59184 0.07120
H 2.07911 -2.73203 1.81613
H 1.65370 -4.35988 1.36239
H 1.50974 -1.82577 -0.27864
H 0.26387 -2.99686 0.07254
H 1.65186 -4.69173 -1.22182
H 2.48960 -3.36821 -1.95004
H 0.38340 -4.43627 -3.07609
H -0.52953 -3.45570 -1.95008
H 0.70677 -1.43280 -2.93221
H 1.51792 -2.53621 -3.99216
H -0.12770 -1.93935 -5.43530
H -0.92081 -3.29897 -4.71292
H -2.55394 -1.49782 -4.74708
H -1.33359 -0.34114 -4.36497
H -0.16964 0.48130 -2.98073
H -0.85103 2.56363 -3.03531
H -1.36256 2.53757 -1.38166
H -3.06926 2.81257 -3.37127
H -3.04816 1.08131 -3.43261
H -4.16905 2.96593 -1.42646
H -3.49673 1.54733 -0.70679
H -5.01202 0.11293 -1.98155
H -5.95849 1.39284 -1.26119
H -5.55651 1.49995 -2.96253
H -0.77771 1.14215 0.29159
H -2.09794 0.57651 1.28719
H -0.61679 -0.40303 2.62472
H -0.45786 -1.62763 1.39377
H 1.36174 0.69727 1.94268
H 1.71498 -1.05619 2.00316
H 1.45424 0.70402 -0.42726
H 1.08199 -0.99658 -0.50966
H 3.47596 -1.26941 0.60427
H 3.69959 0.27200 -0.28315
H 4.80538 -0.36566 -2.16104
H 5.09953 -1.89263 -1.32146
H 3.52600 -2.81957 -3.29821
H 5.26024 -2.67913 -3.49731
H 4.20210 -1.44705 -4.15616
H -2.91017 -1.79630 0.94825
H -3.78255 -4.11101 -2.44525
H -2.72245 -3.74966 -3.76158
H -4.61726 -1.63776 -3.81495
H -5.56699 -3.01758 -3.33946
H -5.42338 -2.34873 -6.92058
H -3.80261 -2.20390 -6.76684
N 4.06539 1.78069 2.49908
C 4.08676 2.89576 1.70325
C 4.46281 3.95710 2.47916
C 4.67941 3.46107 3.79496
C 4.42760 2.11699 3.77439
H 3.81666 0.86201 2.18533
H 3.83944 2.83820 0.65687
H 4.57555 4.97332 2.14169
H 4.99175 4.02575 4.65649
H 4.47742 1.37654 4.55364
N 5.20357 6.18272 6.69555
C 4.66945 5.16391 7.43809
C 5.01318 5.37252 8.74506
C 5.78796 6.56469 8.79274
C 5.88279 7.04204 7.51089
H 5.11281 6.28462 5.70230
H 4.09198 4.38243 6.97537
H 4.74127 4.74474 9.57605
H 6.21327 7.02295 9.67108
H 6.37567 7.91272 7.11314
N 9.20915 6.69584 8.44993
C 10.02652 7.77542 8.63759
C 11.31732 7.37033 8.42205
C 11.27510 5.98812 8.09266
C 9.96030 5.60378 8.11971
H 8.20603 6.69892 8.54000
H 9.62416 8.73696 8.90658
H 12.19310 7.99257 8.49369
H 12.11289 5.35144 7.86426
H 9.49768 4.65034 7.93184
N 1.70373 -8.04215 2.10191
C 0.38952 -7.77399 1.83841
C 0.29526 -7.39798 0.52511
C 1.60801 -7.44267 -0.02208
C 2.45414 -7.84231 0.97715
H 2.06368 -8.34303 2.98814
H -0.36299 -7.87950 2.60011
H -0.61258 -7.12680 0.01275
H 1.89700 -7.21042 -1.03362
H 3.51800 -8.00311 0.98172
N -8.84454 0.10792 -0.22178
C -8.75295 -0.71477 -1.31323
C -9.80578 -0.43550 -2.13898
C -10.55530 0.60625 -1.52551
C -9.94098 0.91404 -0.34091
H -8.20396 0.12073 0.54891
H -7.94768 -1.42181 -1.41171
H -10.01141 -0.91199 -3.08240
H -11.45076 1.06992 -1.90762
H -10.18519 1.63994 0.41481
N -9.69359 2.94677 -3.74241
C -9.65334 2.67290 -5.08025
C -9.17398 3.78308 -5.72485
C -8.91608 4.76765 -4.73236
C -9.24862 4.21956 -3.52115
H -10.00136 2.30689 -3.02788
H -9.96848 1.71639 -5.46032
H -9.02986 3.88164 -6.78737
H -8.53725 5.76304 -4.89094
H -9.20769 4.62755 -2.52591

Values from the calculation:
* charge: +1
* calculated total energy: -2689.3728 hartree
* frontier orbital gap: 0.186 Ha

Record 3
Entry from the Open Molecules 2025 dataset: 14 unconnected molecules or ions with the total composition C51H84N14O8S at a distorted geometry (the ωB97M-V functional and the def2-TZVPD basis).

Positions of all 158 atoms, in Å:
C 0.36940 5.10121 -3.11303
C -0.54242 4.07432 -3.77021
C -0.61434 2.78005 -2.97210
O -0.87707 1.63196 -3.79077
C 0.21916 0.92907 -4.26204
O 1.27933 1.80516 -4.42280
C 2.21134 1.62836 -5.48828
C 1.97368 2.62497 -6.60706
O 0.64116 2.60214 -7.04350
C 0.13093 3.84282 -7.51036
C -1.39444 3.78707 -7.47477
O -0.20979 0.37354 -5.50748
S 0.09877 -1.16131 -5.70974
O 0.96542 -1.32831 -6.83119
O -1.12390 -1.89064 -5.65701
O 0.93540 -1.33194 -4.40820
C 0.57214 -0.30931 -3.35262
C -0.62427 -0.93084 -2.63935
C -1.34662 -0.15338 -1.51682
C -2.80056 0.23654 -1.89500
C -3.89537 -0.27298 -0.93842
C -4.64069 -1.48638 -1.50873
C -3.76141 -2.75303 -1.39413
C -3.61855 -3.51905 -2.70965
O -3.75017 -4.92024 -2.46681
C -3.49857 -5.71413 -3.60756
C 1.88713 -0.23032 -2.59588
C 1.89552 0.44403 -1.21854
C 1.66701 -0.56436 -0.07322
C 1.00979 0.02442 1.18636
N 1.31701 1.42840 1.39140
C 0.39695 2.47304 1.29224
C 1.07166 3.69461 1.51621
C 2.44808 3.37703 1.77235
C 2.56616 1.96669 1.69002
H 0.49896 5.97649 -3.75088
H 1.35312 4.66798 -2.92473
H -0.03271 5.44915 -2.15855
H -0.14331 3.83212 -4.75592
H -1.54184 4.47904 -3.94078
H -1.46294 2.83860 -2.28721
H 0.26898 2.65991 -2.34535
H 3.19288 1.87480 -5.07262
H 2.27818 0.59873 -5.83858
H 2.68646 2.41893 -7.41592
H 2.21961 3.62155 -6.21521
H 0.46324 3.98596 -8.54308
H 0.49390 4.65718 -6.87709
H -1.83215 4.00330 -8.44759
H -1.69742 2.77420 -7.20472
H -1.81240 4.45510 -6.72374
H -1.35899 -1.21405 -3.38773
H -0.22180 -1.85898 -2.22420
H -1.40707 -0.80745 -0.64769
H -0.82038 0.75815 -1.24734
H -3.02051 -0.07592 -2.91564
H -2.86472 1.32491 -1.89711
H -4.61109 0.54190 -0.80147
H -3.46825 -0.50790 0.03873
H -5.57164 -1.62864 -0.96523
H -4.85028 -1.25373 -2.55412
H -4.24073 -3.42723 -0.68516
H -2.77369 -2.48948 -1.02764
H -4.39902 -3.20719 -3.41139
H -2.63510 -3.33085 -3.15462
H -2.57471 -6.28984 -3.48148
H -4.32831 -6.40827 -3.76092
H -3.38990 -5.11043 -4.51259
H 2.17894 -1.27241 -2.44264
H 2.63923 0.20864 -3.24641
H 2.90006 0.84750 -1.07846
H 1.23115 1.30159 -1.14970
H 2.64821 -0.97287 0.17986
H 1.07338 -1.39897 -0.43964
H -0.07280 -0.05636 1.10470
H 1.31180 -0.55443 2.06414
H -0.65243 2.32222 1.08470
H 0.62143 4.67718 1.49088
H 3.23002 4.08165 1.97393
H 3.43155 1.33532 1.83281
C -7.45695 -4.00424 -4.65530
C -7.61885 -3.18733 -3.45943
N -7.71801 -2.56057 -2.50937
H -7.23196 -5.02713 -4.37847
H -8.37607 -3.98663 -5.23804
H -6.64208 -3.61500 -5.26188
C -0.75170 -5.68208 0.35893
C -1.45452 -4.48619 0.77629
N -1.94863 -3.51016 1.10248
H -0.05110 -5.41372 -0.42985
H -0.19350 -6.09193 1.19857
H -1.44981 -6.43049 -0.01478
C -2.05827 -2.31311 5.34335
C -0.68248 -2.24010 5.80355
N 0.39808 -2.21039 6.17879
H -2.54869 -1.34936 5.46325
H -2.08246 -2.59860 4.29229
H -2.59401 -3.05455 5.92756
C 3.45636 -3.11300 2.66710
C 2.30932 -3.35779 1.80808
N 1.41539 -3.51147 1.11305
H 3.21246 -3.35984 3.69668
H 4.29758 -3.72049 2.33708
H 3.73353 -2.06055 2.61839
C 3.18098 7.10062 3.42614
C 4.26598 6.18485 3.11682
N 5.14444 5.48350 2.87727
H 3.49906 8.12301 3.21405
H 2.30494 6.85573 2.82677
H 2.92826 7.01778 4.48316
C -4.83501 -5.99435 6.21913
C -4.91834 -4.54941 6.08735
N -4.93649 -3.40906 6.04127
H -3.86363 -6.23734 6.64842
H -5.62620 -6.35694 6.87264
H -4.92580 -6.47185 5.24571
C 0.60263 -6.23368 4.41096
C -0.48717 -5.99024 5.34598
N -1.35975 -5.84290 6.07290
H 1.46543 -5.62355 4.67233
H 0.88957 -7.28186 4.43782
H 0.28516 -5.98340 3.40117
C 3.04527 10.15440 6.25298
C 3.28047 10.28603 4.82613
N 3.50960 10.35024 3.70871
H 3.67505 9.34609 6.62652
H 3.26947 11.09086 6.76064
H 2.00531 9.88788 6.43311
C 2.58216 -7.25520 -0.81210
C 2.40617 -7.27539 0.63203
N 2.17840 -7.26896 1.75417
H 3.64304 -7.29394 -1.05114
H 2.08371 -8.11471 -1.25615
H 2.15814 -6.34155 -1.22504
C 6.08904 6.79098 8.77906
C 4.94862 7.05415 7.91634
N 4.04486 7.24545 7.24492
H 5.74070 6.47243 9.75948
H 6.70245 6.00428 8.34435
H 6.68769 7.69363 8.88566
C 0.22978 0.47578 8.69591
C 0.34923 1.92476 8.77796
N 0.44852 3.06004 8.84921
H 1.13162 0.00878 9.08637
H -0.62470 0.14547 9.28389
H 0.09342 0.16309 7.66294
C -4.95197 -8.67315 -6.65979
C -5.73524 -7.50332 -6.29362
N -6.34572 -6.58198 -6.00798
H -4.25521 -8.41473 -7.45482
H -4.39307 -9.02700 -5.79548
H -5.61279 -9.46506 -7.00669
C 7.21440 8.08286 2.35776
C 8.62817 8.36807 2.55413
N 9.73793 8.58919 2.71044
H 6.64759 9.01333 2.36331
H 7.06459 7.57793 1.40591
H 6.85084 7.43677 3.15265

Values from the calculation:
* calculated total energy: -3760.1982 hartree
* frontier orbital gap: 0.296 Ha

| no. | HOMO energy (eV) |
| --- | --- |
| 1 | -5.9247 |
| 2 | -8.9128 |
| 3 | -8.0390 |